Entry from the OMol25 dataset: the molecule C6H7N3 at a distorted geometry (ωB97M-V with the def2-TZVPD basis set).

Last column: natural (NBO) charge in e.
Element x y z (Å)
1 C -0.44 -1.33 -2.41  -0.188
2 C -0.63 -1.40 -1.22  -0.026
3 C -1.06 -1.33 0.16  -0.473
4 C -0.05 -1.90 1.07  0.279
5 N 0.74 -2.30 1.82  -0.298
6 C -1.41 0.13 0.47  -0.011
7 N -0.65 1.16 0.37  -0.165
8 N 0.60 0.91 0.02  -0.430
9 C 1.47 2.00 0.38  -0.407
10 H -0.29 -1.10 -3.50  0.263
11 H -2.06 -1.82 0.39  0.291
12 H -2.43 0.24 0.79  0.195
13 H 1.02 -0.05 0.08  0.371
14 H 2.02 1.83 1.45  0.172
15 H 2.34 2.09 -0.30  0.200
16 H 0.82 2.87 0.44  0.227

The max |F| is 0.0626 hartree/bohr. As for the HOMO-LUMO gap: 9.54 eV. Its net charge is 0. The SMILES is C#C[C@@H](C#N)/C=N\NC. For the electronic energy, the calculation gives -396.9388 a.u.

Entry from the OMol25 dataset: a structure of composition C19H9AuN5O4Se at a distorted geometry (ωB97M-V with the def2-TZVPD basis set).

Last column: Mulliken spin population.
Element x y z (Å)
1 Au -0.76 0.55 0.00  0.611
2 O -0.75 4.86 0.00  0.090
3 C -1.04 3.69 0.00  -0.007
4 O -0.24 2.71 0.00  0.275
5 C -2.51 3.25 0.00  0.013
6 C -3.60 4.11 0.00  0.034
7 C -4.86 3.54 0.00  -0.011
8 C -5.02 2.16 0.00  0.034
9 C -3.86 1.39 0.00  0.013
10 N -2.69 1.95 0.00  0.252
11 C -3.83 -0.15 0.00  -0.007
12 O -4.86 -0.78 0.00  0.090
13 O -2.65 -0.61 0.00  0.275
14 H -3.42 5.17 0.00  0.004
15 H -5.74 4.17 0.00  0.000
16 H -5.97 1.65 0.00  0.004
17 Se 5.61 -4.07 0.00  0.001
18 N 5.37 -2.34 0.00  0.000
19 C 4.07 -2.08 0.00  0.001
20 C 3.50 -0.76 0.00  0.002
21 C 4.29 0.39 0.00  -0.004
22 C 3.66 1.62 0.00  0.011
23 C 2.26 1.66 0.00  -0.003
24 N 1.53 0.58 0.00  0.124
25 C 2.10 -0.63 0.00  0.019
26 C 1.25 -1.80 0.00  0.019
27 N -0.08 -1.63 0.00  0.124
28 C -0.88 -2.67 0.00  -0.003
29 C -0.41 -3.98 0.00  0.011
30 C 0.95 -4.20 0.00  -0.004
31 C 1.81 -3.10 0.00  0.002
32 C 3.23 -3.23 0.00  0.002
33 N 3.88 -4.38 0.00  0.000
34 H 5.36 0.29 0.00  0.000
35 H 4.23 2.54 0.00  0.002
36 H 1.73 2.61 0.00  0.011
37 H -1.94 -2.45 0.00  0.011
38 H -1.10 -4.81 0.00  0.002
39 H 1.38 -5.19 0.00  0.000

The max |F| is 0.0561 hartree/bohr. The spin multiplicity is 3. As for the HOMO-LUMO gap (spin up / spin down): 8.17 / 5.36 eV. Its net charge is +1. As for the expectation value of S²: 2.016. For the electronic energy, the calculation gives -3841.0373 a.u.

In order of appearance, ΔE to the lowest compared entry with this formula, charge and spin = 4.176, 0.183 eV.